1.
C4H9NO2 in the gas phase, computed with wB97M-V/def2-TZVPD.

Positions of all 16 atoms, in Å:
C (-2.041, -0.239, -0.797)
C (-0.582, 0.182, -0.674)
O (-0.485, 1.421, 0.036)
C (0.240, -0.844, 0.099)
C (1.753, -0.657, 0.051)
N (2.181, 0.621, 0.207)
O (2.513, -1.604, -0.096)
H (-2.484, -0.355, 0.198)
H (-2.132, -1.188, -1.335)
H (-2.622, 0.513, -1.346)
H (-0.148, 0.304, -1.680)
H (-0.939, 2.092, -0.488)
H (-0.083, -0.823, 1.148)
H (0.044, -1.846, -0.291)
H (3.173, 0.797, 0.219)
H (1.512, 1.370, 0.331)

Results
Gap between HOMO and LUMO   10.22 eV
Electronic energy   -363.0731 a.u.
SMILES string   C[C@@H](O)CC(N)=O
LUMO energy   0.7 eV
2S+1   1
Highest occupied orbital energy   -9.564 eV
Energy above the lowest of the compared OMol25 structures with the same formula, charge and spin   0.338 eV

2.
C10H14SSi in the gas phase in a non-equilibrium geometry, computed with wB97M-V/def2-TZVPD.

Positions of all 26 atoms, in Å:
C (-4.414, -0.484, -0.182)
C (-3.470, -1.347, 0.136)
C (-3.868, 0.883, -0.353)
C (-2.538, 0.719, -0.882)
C (-2.300, -0.495, 0.195)
C (0.292, 0.166, 0.435)
C (-2.595, 0.842, 0.586)
C (2.515, 0.257, -1.822)
C (2.874, -1.785, 0.782)
C (2.981, 1.251, 1.231)
Si (2.153, -0.087, 0.084)
S (-0.619, -1.181, 0.246)
H (-5.532, -0.684, -0.304)
H (-3.477, -2.466, 0.276)
H (-4.502, 1.729, -0.563)
H (-1.882, 1.198, -1.565)
H (-2.115, 1.660, 1.122)
H (2.155, -0.401, -2.701)
H (1.977, 1.134, -2.031)
H (3.571, 0.534, -2.041)
H (3.034, -2.602, 0.022)
H (4.004, -1.635, 1.105)
H (2.425, -1.876, 1.793)
H (3.659, 1.923, 0.602)
H (2.211, 1.936, 1.689)
H (3.461, 0.812, 2.139)

Results
Gap between HOMO and LUMO   7.89 eV
Electronic energy   -1076.8851 a.u.
LUMO energy   -0.3 eV
2S+1   1
Highest occupied orbital energy   -8.229 eV
Energy above the lowest of the compared OMol25 structures with the same formula, charge and spin   4.791 eV

3.
C3H3NOS in the gas phase in a non-equilibrium geometry, computed with wB97M-V/def2-TZVPD.

Positions of all 9 atoms, in Å:
S (2.464, -0.476, -0.084)
C (0.617, -0.298, -0.098)
C (-0.336, 0.758, -0.178)
C (-1.486, 0.055, -0.098)
O (-1.187, -1.247, 0.058)
N (0.082, -1.568, -0.142)
H (2.603, 0.779, 0.484)
H (-0.240, 1.684, 0.155)
H (-2.518, 0.312, -0.096)

Results
Gap between HOMO and LUMO   9.85 eV
Electronic energy   -644.1946 a.u.
SMILES string   Sc1ccon1
LUMO energy   0.8 eV
2S+1   1
Highest occupied orbital energy   -9.047 eV
Energy above the lowest of the compared OMol25 structures with the same formula, charge and spin   2.512 eV

4.
A 6-piece molecular cluster, C12H24Cl12 overall in a non-equilibrium geometry, computed with wB97M-V/def2-TZVPD.

Positions of all 48 atoms, in Å:
Cl (-4.693, -1.442, 1.619)
C (-5.904, -0.432, 0.869)
C (-5.460, -0.132, -0.580)
Cl (-6.696, 0.997, -1.317)
H (-5.996, 0.490, 1.443)
H (-6.848, -0.949, 1.041)
H (-5.430, -1.031, -1.195)
H (-4.505, 0.372, -0.729)
Cl (0.936, -3.182, -2.054)
C (1.694, -3.202, -3.673)
C (1.362, -1.971, -4.500)
Cl (2.150, -0.515, -3.870)
H (1.442, -4.134, -4.178)
H (2.759, -3.239, -3.442)
H (0.285, -1.808, -4.465)
H (1.658, -2.135, -5.537)
Cl (-1.742, -0.302, -0.542)
C (-0.563, 0.859, -1.100)
C (0.840, 0.519, -0.688)
Cl (1.034, 0.719, 1.066)
H (-0.829, 1.838, -0.700)
H (-0.572, 0.896, -2.189)
H (1.528, 1.226, -1.151)
H (1.128, -0.508, -0.912)
Cl (2.992, 4.095, -0.843)
C (1.783, 4.600, 0.467)
C (1.680, 6.082, 0.606)
Cl (1.225, 6.878, -0.958)
H (2.182, 4.253, 1.420)
H (0.840, 4.070, 0.334)
H (2.497, 6.624, 1.082)
H (0.889, 6.247, 1.337)
Cl (-1.329, -6.114, -0.788)
C (-1.723, -4.956, 0.523)
C (-2.425, -3.644, 0.086)
Cl (-3.455, -3.675, -1.286)
H (-0.790, -4.692, 1.021)
H (-2.252, -5.526, 1.286)
H (-1.604, -2.981, -0.187)
H (-2.976, -3.183, 0.906)
Cl (4.643, -0.933, 3.965)
C (3.805, 0.596, 4.031)
C (4.884, 1.688, 3.827)
Cl (4.147, 3.269, 4.299)
H (3.419, 0.549, 5.049)
H (2.960, 0.554, 3.342)
H (5.275, 1.747, 2.811)
H (5.756, 1.516, 4.457)

Results
Gap between HOMO and LUMO   10.80 eV
Electronic energy   -5993.9305 a.u.
SMILES string   ClCCCl.ClCCCl.ClCCCl.ClCCCl.ClCCCl.ClCCCl
LUMO energy   0.4 eV
2S+1   1
Highest occupied orbital energy   -10.369 eV
Energy above the lowest of the compared OMol25 structures with the same formula, charge and spin   1.076 eV

5.
A 3-piece molecular cluster, CH10N2O2 overall, computed with wB97M-V/def2-TZVPD.

Positions of all 15 atoms, in Å:
N (0.858, 1.847, -2.586)
C (0.329, 1.673, -1.259)
N (-0.421, 0.444, -1.083)
H (0.160, 2.040, -3.286)
H (1.663, 2.446, -2.630)
H (-0.351, 2.461, -0.904)
H (1.185, 1.680, -0.574)
H (0.161, -0.388, -1.198)
H (-1.126, 0.376, -1.809)
O (-1.334, 0.552, 1.721)
H (-0.911, 1.375, 2.004)
H (-1.019, 0.446, 0.800)
O (0.581, -4.793, 3.745)
H (0.568, -5.633, 3.276)
H (-0.344, -4.526, 3.783)

Results
Gap between HOMO and LUMO   10.52 eV
Electronic energy   -304.0747 a.u.
SMILES string   NCN.O.O
LUMO energy   0.9 eV
2S+1   1
Highest occupied orbital energy   -9.637 eV
Energy above the lowest of the compared OMol25 structures with the same formula, charge and spin   0.221 eV

6.
C25H34F5FeN4O2SSe2 as an isolated structure, computed with wB97M-V/def2-TZVPD.

Positions of all 74 atoms, in Å:
Fe (0.893, -1.185, -1.028)
O (-3.948, -3.257, 2.558)
C (-2.950, -4.270, 2.411)
C (-1.655, -3.677, 1.830)
C (-0.720, -4.890, 1.659)
O (0.641, -4.579, 1.531)
C (-2.015, -2.982, 0.488)
Se (-0.812, -3.218, -1.082)
C (-1.085, -2.706, 2.817)
Se (1.228, -0.790, 1.588)
H (-4.747, -3.672, 2.890)
H (-3.309, -5.060, 1.735)
H (-2.735, -4.726, 3.386)
H (-1.075, -5.475, 0.800)
H (-0.797, -5.519, 2.556)
H (0.728, -4.002, 0.752)
H (-2.093, -1.905, 0.617)
H (-2.980, -3.357, 0.149)
H (-0.566, -3.120, 3.679)
H (-1.667, -1.810, 3.012)
S (5.018, 1.352, -1.775)
C (3.723, 0.392, -1.509)
N (2.797, -0.297, -1.336)
C (1.318, 4.169, 2.966)
N (1.294, 3.826, 1.562)
C (2.020, 4.768, 0.734)
C (1.493, 2.403, 1.293)
C (2.787, 1.718, 1.688)
C (3.977, 2.415, 1.888)
C (5.162, 1.762, 2.191)
C (5.178, 0.379, 2.276)
C (4.005, -0.332, 2.073)
C (2.804, 0.316, 1.787)
H (0.929, 5.184, 3.096)
H (2.323, 4.127, 3.415)
H (0.674, 3.480, 3.515)
H (1.434, 5.690, 0.634)
H (2.166, 4.345, -0.260)
H (3.005, 5.051, 1.130)
H (1.344, 2.246, 0.219)
H (0.686, 1.868, 1.798)
H (3.998, 3.492, 1.798)
H (6.073, 2.335, 2.320)
H (6.103, -0.144, 2.490)
H (4.004, -1.413, 2.119)
F (-1.020, 0.927, -3.877)
C (-0.241, -0.141, -4.263)
C (0.449, -0.849, -3.317)
C (1.185, -1.893, -3.851)
F (1.907, -2.685, -3.007)
C (1.245, -2.222, -5.190)
F (1.977, -3.257, -5.651)
C (0.524, -1.459, -6.089)
F (0.559, -1.740, -7.407)
C (-0.229, -0.403, -5.621)
F (-0.935, 0.345, -6.499)
C (-2.838, 2.398, -1.834)
C (-3.016, 1.302, -0.775)
C (-2.898, 1.904, 0.626)
C (-4.387, 0.650, -0.937)
N (-2.047, 0.206, -0.891)
N (-0.683, 0.546, -0.729)
H (-3.614, 3.161, -1.731)
H (-2.895, 1.971, -2.836)
H (-1.869, 2.893, -1.735)
H (-3.732, 2.584, 0.817)
H (-1.969, 2.467, 0.745)
H (-2.916, 1.104, 1.370)
H (-5.181, 1.396, -0.857)
H (-4.526, -0.111, -0.167)
H (-4.463, 0.165, -1.914)
H (-2.131, -0.276, -1.780)
H (-0.510, 0.750, 0.248)
H (-0.399, 1.337, -1.306)

Results
Gap between HOMO and LUMO (spin up / spin down)   5.62 / 6.11 eV
Electronic energy   -8306.5823 a.u.
Total charge   -2
LUMO energy (spin up / spin down)   4.2 / 4.1 eV
<S²>   8.7661
2S+1   6
Highest occupied orbital energy (spin up / spin down)   -1.427 / -1.958 eV
Energy above the lowest of the compared OMol25 structures with the same formula, charge and spin   0.666 eV